180
Properties=species:S:1:pos:R:3 method="wB97M-V/def2-TZVPD" gap_ev=9.79 relative_energy_ev=0.0000 fmax_ev_per_a=4.69
C -3.26 6.89 1.12
C -3.44 6.14 2.40
O -4.84 6.03 2.80
O -4.16 6.48 0.09
H -2.23 6.65 0.86
H -3.36 7.94 1.40
H -2.97 6.70 3.19
H -3.16 5.12 2.32
H -5.18 6.88 3.11
H -3.97 6.87 -0.76
C 2.79 1.22 2.44
C 2.23 2.61 2.69
O 2.09 2.86 4.11
O 4.09 1.06 2.94
H 2.93 1.06 1.37
H 2.08 0.49 2.87
H 1.29 2.69 2.13
H 2.88 3.42 2.37
H 1.64 2.07 4.49
H 4.09 1.40 3.84
C -3.67 -4.16 2.11
C -2.78 -3.06 1.51
O -1.94 -2.46 2.47
O -2.92 -5.07 2.90
H -4.16 -4.71 1.32
H -4.38 -3.70 2.82
H -3.40 -2.26 1.14
H -2.27 -3.54 0.69
H -1.04 -2.92 2.54
H -2.32 -4.55 3.45
C 1.35 4.17 -5.79
C 0.65 4.02 -4.44
O 0.46 2.61 -4.05
O 1.73 5.52 -6.00
H 0.66 3.84 -6.55
H 2.14 3.42 -5.78
H -0.21 4.65 -4.40
H 1.34 4.38 -3.64
H 0.05 2.67 -3.15
H 1.76 5.68 -6.95
C -0.19 4.07 -0.24
C -1.31 3.81 -1.20
O -1.26 2.50 -1.78
O 1.16 4.05 -0.70
H -0.27 3.33 0.54
H -0.34 5.04 0.22
H -1.27 4.48 -2.07
H -2.27 3.83 -0.68
H -0.99 1.81 -1.11
H 1.44 3.13 -0.82
C 1.64 -1.76 5.12
C 1.10 -0.82 6.17
O 0.79 0.48 5.66
O 2.94 -1.43 4.71
H 1.05 -1.57 4.24
H 1.60 -2.78 5.49
H 1.84 -0.62 6.95
H 0.27 -1.29 6.69
H 0.78 1.13 6.38
H 3.63 -1.81 5.26
C -1.26 -7.97 -0.55
C -0.96 -7.38 0.83
O -1.38 -6.00 0.84
O -2.62 -7.93 -0.87
H -0.84 -8.98 -0.56
H -0.64 -7.51 -1.36
H 0.08 -7.45 1.13
H -1.40 -7.98 1.66
H -1.76 -5.85 1.72
H -2.97 -7.05 -1.12
C 3.97 -1.71 -6.37
C 3.80 -0.68 -5.30
O 2.39 -0.34 -5.27
O 3.39 -1.33 -7.62
H 3.46 -2.61 -5.99
H 5.01 -1.95 -6.52
H 4.33 0.24 -5.41
H 4.08 -1.16 -4.35
H 2.20 0.28 -4.59
H 2.45 -1.13 -7.48
C 3.64 -4.05 -3.22
C 3.65 -4.58 -1.78
O 3.73 -3.62 -0.84
O 5.05 -3.96 -3.64
H 3.14 -3.07 -3.28
H 3.19 -4.70 -3.99
H 4.39 -5.39 -1.64
H 2.65 -5.05 -1.66
H 4.67 -3.40 -0.58
H 5.37 -3.24 -3.12
C -4.16 0.61 0.76
C -4.26 2.14 0.95
O -5.38 2.21 1.81
O -5.45 0.10 0.31
H -3.99 0.27 1.77
H -3.41 0.22 0.09
H -4.61 2.47 -0.03
H -3.31 2.51 1.40
H -5.74 3.09 1.78
H -6.06 0.39 1.03
C 5.69 -1.85 1.03
O 5.82 -2.84 0.31
N 5.32 -0.53 0.66
N 6.02 -1.99 2.36
H 5.34 -0.30 -0.31
H 5.14 0.16 1.36
H 6.13 -1.10 2.84
H 6.25 -2.88 2.77
C -2.69 -0.31 -4.99
O -3.23 -1.22 -4.37
N -2.60 -0.29 -6.31
N -2.19 0.89 -4.42
H -3.16 -0.78 -6.99
H -2.14 0.53 -6.65
H -1.31 1.19 -4.79
H -2.10 0.71 -3.44
C 0.14 -2.52 -3.28
O 0.42 -1.43 -2.88
N -0.37 -2.68 -4.58
N 0.30 -3.74 -2.65
H -0.99 -1.89 -4.75
H -0.73 -3.60 -4.83
H 0.04 -4.61 -3.07
H 0.50 -3.83 -1.66
C -1.75 3.84 4.26
O -1.74 3.20 3.20
N -2.87 4.13 5.07
N -0.56 4.26 4.79
H -2.70 4.53 5.97
H -3.80 3.98 4.73
H 0.30 4.05 4.31
H -0.64 4.94 5.53
C 3.63 1.03 -1.72
O 4.80 1.10 -1.51
N 2.87 -0.08 -1.50
N 2.85 2.11 -2.09
H 3.19 -1.00 -1.23
H 1.92 -0.12 -1.83
H 3.30 2.95 -2.38
H 2.00 1.85 -2.57
C -3.64 -0.12 5.16
O -4.31 0.83 5.46
N -2.28 0.00 5.05
N -4.11 -1.38 4.93
H -1.76 -0.65 4.44
H -1.98 0.96 4.91
H -5.08 -1.40 4.72
H -3.55 -1.98 4.33
C 3.09 7.02 -0.48
O 3.71 8.04 -0.47
N 2.40 6.51 -1.54
N 3.05 6.14 0.59
H 2.27 7.24 -2.21
H 1.73 5.78 -1.37
H 2.78 5.20 0.33
H 3.94 6.14 1.08
C 1.26 -3.53 1.73
O 0.51 -3.45 2.71
N 2.59 -3.22 1.76
N 0.76 -4.11 0.47
H 2.88 -2.90 0.85
H 2.82 -2.55 2.49
H 1.60 -4.41 -0.03
H -0.03 -4.74 0.56
C -0.06 0.17 0.74
O 0.31 1.16 0.08
N 0.18 -1.14 0.29
N -0.72 0.30 2.00
H -0.30 -1.84 0.82
H 0.24 -1.29 -0.70
H -0.89 1.09 2.58
H -1.20 -0.58 2.19
C -4.57 -3.72 -1.33
O -4.03 -4.79 -0.96
N -5.49 -3.08 -0.54
N -4.24 -3.17 -2.53
H -5.81 -3.48 0.33
H -5.79 -2.14 -0.75
H -3.50 -3.65 -3.00
H -4.55 -2.26 -2.82